DFT (ωB97M-V/def2-TZVPD) results for C6H11NO in the gas phase at a distorted geometry.

Element x y z (Å)
C1 -0.866 1.251 -1.799
C2 -0.092 1.481 -0.454
C3 -0.300 0.586 0.741
C4 -0.684 -0.877 0.953
O1 -1.486 -1.418 -0.023
C5 0.618 -1.232 1.219
C6 1.614 -0.346 0.395
N1 0.735 0.377 -0.324
H1 -1.522 0.270 -1.591
H2 -1.475 2.221 -2.244
H3 -0.304 1.016 -2.848
H4 0.297 2.517 -0.512
H5 -0.036 1.062 1.576
H6 -1.537 -0.944 1.783
H7 -0.883 -1.616 -0.892
H8 0.674 -2.312 0.786
H9 0.766 -1.305 2.338
H10 2.207 0.170 1.189
H11 2.273 -0.899 -0.293

Its HOMO energy is -8.57 eV. The orbital gap comes out at 9.58 eV. For the LUMO energy, the calculation gives 0.037 Eh. The SMILES is C[C@H]1[C@H]2[C@@H](O)CCN21. The relative energy (zero: lowest compared OMol25 entry of this formula, charge and spin) is 7.0994 eV. Its multiplicity is 1.